DFT (the ωB97M-V functional and the def2-TZVPD basis) results for 2 unconnected molecules or ions with the total composition C5H12.

Structure (ORCA input):
```
! RIJCOSX wB97M-V def2-TZVPD def2/J DEFGRID3
* xyz 0 1
C 3.39 3.44 -0.83
C 2.86 4.66 -0.74
H 3.97 3.10 -1.67
H 3.26 2.73 -0.03
H 3.03 5.45 -1.45
H 2.43 4.96 0.20
C -0.54 -2.77 0.22
C -2.06 -2.67 0.38
C -2.61 -1.27 0.60
H -0.26 -3.82 0.32
H -0.10 -2.30 1.10
H -0.16 -2.32 -0.69
H -2.34 -3.33 1.20
H -2.54 -3.11 -0.51
H -2.45 -0.61 -0.25
H -3.70 -1.35 0.68
H -2.17 -0.80 1.49
*
```

Values from the calculation:
SMILES   C=C.CCC
Kohn-Sham gap   11.356 eV
Energy above the lowest of the compared OMol25 structures with the same formula, charge and spin   136.1 kJ/mol

These are the Löwdin partial charges, in e, on atoms 1 to 8:
1 C -0.083
2 C -0.084
3 H 0.042
4 H 0.042
5 H 0.042
6 H 0.041
7 C -0.126
8 C -0.339